1.
This record from OMol25 describes a structure of composition C3H10N2O3 at a distorted geometry. The level of theory is ωB97M-V/def2-TZVPD.

Element x y z (Å)
C  0.951  0.950  0.055
C  0.083  0.502  1.278
N  0.070  -0.773  1.671
C  0.041  -1.014  0.233
N  0.980  -0.388  -0.597
H  1.935  1.374  0.322
H  -0.787  1.166  1.388
H  -0.152  -2.077  0.113
H  -0.310  -0.450  -0.895
H  0.355  1.765  -0.414
H  -2.998  -1.001  -2.267
O  -2.319  -0.943  -1.593
H  -1.854  0.198  -1.736
H  -1.744  1.626  -2.700
O  -1.439  1.307  -1.847
H  1.649  -0.535  2.338
H  2.948  -1.191  2.031
O  2.588  -0.516  2.621

## Properties
HOMO = -8.440 eV
strongest force on any atom = 7.6 eV/A
LUMO level = -2.62 eV
total energy = -12386.8148 eV
energy above the lowest of the compared OMol25 structures with the same formula, charge and spin = 228.77 kcal per mole

***

2.
This record from OMol25 describes a cluster of 3 separate species, C26H31N4O5 in total at a distorted geometry. The level of theory is ωB97M-V/def2-TZVPD.

Element x y z (Å)
C  -1.759  -1.357  -3.523
C  -1.362  -0.212  -2.462
C  -2.611  0.602  -1.929
C  -3.356  1.454  -3.074
C  -2.344  1.494  -0.668
C  -3.403  1.464  0.410
C  -3.279  2.276  1.627
N  -2.148  3.073  1.802
N  -2.013  3.857  2.969
C  -1.982  3.078  3.987
O  -1.759  2.587  4.999
C  -1.127  3.153  0.845
C  -1.172  2.397  -0.441
C  -0.035  2.547  -1.508
C  1.142  3.518  -1.098
C  2.158  3.535  -2.342
C  2.007  2.987  0.146
H  -1.548  -2.365  -3.080
H  -1.077  -1.246  -4.414
H  -2.815  -1.239  -3.903
H  -0.716  -0.597  -1.626
H  -0.733  0.526  -3.057
H  -3.381  -0.174  -1.606
H  -4.210  1.984  -2.553
H  -3.847  0.689  -3.748
H  -2.663  2.146  -3.621
H  -4.305  0.816  0.239
H  -4.127  2.220  2.365
H  -0.284  3.856  1.099
H  -0.493  2.823  -2.505
H  0.431  1.522  -1.650
H  0.780  4.583  -0.948
H  2.996  4.281  -2.174
H  2.666  2.521  -2.360
H  1.641  3.668  -3.331
H  1.973  3.802  0.941
H  3.102  2.883  -0.113
H  1.582  2.046  0.600
C  1.521  -7.098  -3.642
C  1.454  -5.791  -3.173
C  0.701  -4.845  -3.856
C  0.016  -5.222  -5.005
C  0.083  -6.524  -5.484
C  0.841  -7.463  -4.797
N  -0.801  -4.233  -5.715
O  -0.824  -3.089  -5.276
O  -1.414  -4.604  -6.698
H  2.106  -7.835  -3.103
H  1.988  -5.510  -2.272
H  0.656  -3.830  -3.482
H  -0.446  -6.820  -6.381
H  0.898  -8.482  -5.160
C  0.509  1.190  6.485
C  0.641  0.525  7.698
C  1.902  0.178  8.167
C  3.022  0.506  7.414
C  2.899  1.164  6.198
C  1.636  1.506  5.734
N  4.357  0.164  7.918
O  4.427  -0.430  8.979
O  5.319  0.497  7.246
H  -0.476  1.466  6.123
H  -0.239  0.279  8.281
H  1.994  -0.340  9.114
H  3.770  1.418  5.606
H  1.528  2.022  4.786

## Properties
net charge = +1
HOMO = -11.828 eV
strongest force on any atom = 3.2 eV/A
LUMO level = -4.37 eV
total energy = -43647.0548 eV

***

3.
This record from OMol25 describes a cluster of 10 separate species, C37H38F10INO31S in total. The level of theory is ωB97M-V/def2-TZVPD.

Element x y z (Å)
C  -5.634  1.001  -0.003
C  -4.289  0.374  -0.374
C  -3.974  0.660  -1.837
I  -2.584  -0.739  -2.749
N  -3.663  2.069  -2.055
O  -3.819  2.445  -3.397
C  -4.996  3.247  -3.509
O  -4.927  4.410  -3.292
C  -6.178  2.475  -3.933
C  -7.443  2.985  -3.629
C  -8.571  2.273  -4.004
C  -8.443  1.068  -4.691
C  -7.186  0.571  -5.014
C  -6.049  1.271  -4.631
S  -2.179  2.742  -1.625
O  -2.362  3.897  -0.828
O  -1.332  2.754  -2.763
F  -1.680  1.630  -0.681
H  -5.887  0.779  1.028
H  -5.611  2.078  -0.166
H  -6.420  0.614  -0.654
H  -4.356  -0.703  -0.270
H  -3.525  0.787  0.269
H  -4.877  0.493  -2.413
H  -7.525  3.919  -3.093
H  -9.554  2.655  -3.771
H  -9.323  0.511  -4.978
H  -7.074  -0.356  -5.555
H  -5.066  0.891  -4.867
C  1.540  1.446  -2.211
C  1.743  0.522  -1.031
O  2.894  -0.209  -1.417
C  3.622  0.573  -2.255
O  4.745  0.360  -2.571
O  2.888  1.623  -2.679
F  0.680  -0.304  -0.865
H  0.944  0.969  -2.988
H  1.096  2.396  -1.945
H  1.946  1.022  -0.083
C  -2.326  2.870  -6.120
C  -1.106  2.528  -6.949
O  -1.554  1.410  -7.691
C  -2.907  1.493  -7.818
O  -3.561  0.851  -8.564
O  -3.393  2.431  -6.968
F  -0.042  2.169  -6.188
H  -2.339  2.298  -5.194
H  -2.421  3.930  -5.900
H  -0.788  3.310  -7.641
C  -0.725  -0.027  2.992
C  -0.946  -1.379  3.641
O  -2.358  -1.441  3.737
C  -2.884  -0.667  2.753
O  -4.014  -0.679  2.402
O  -1.921  0.120  2.217
F  -0.407  -1.456  4.878
H  -0.678  0.762  3.745
H  0.151  0.017  2.353
H  -0.593  -2.228  3.054
C  1.417  -2.548  7.731
C  2.454  -3.005  6.726
O  3.584  -2.239  7.089
C  3.488  -1.949  8.420
O  4.371  -1.538  9.087
O  2.234  -2.212  8.857
F  2.097  -2.702  5.448
H  0.898  -1.657  7.375
H  0.695  -3.314  7.996
H  2.704  -4.063  6.784
C  3.687  -7.343  3.493
C  2.533  -6.359  3.508
O  2.303  -6.197  4.900
C  3.468  -6.442  5.550
O  3.672  -6.160  6.685
O  4.353  -7.033  4.725
F  1.420  -6.851  2.924
H  3.323  -8.371  3.523
H  4.365  -7.215  2.655
H  2.759  -5.385  3.072
C  3.244  -2.009  -5.328
C  3.127  -1.920  -6.834
O  1.731  -2.021  -7.031
C  1.100  -1.562  -5.918
O  -0.055  -1.322  -5.860
O  1.993  -1.441  -4.900
F  3.743  -2.946  -7.465
H  3.299  -3.051  -5.008
H  4.080  -1.454  -4.920
H  3.481  -0.982  -7.263
C  -0.829  6.507  1.686
C  -0.724  5.004  1.537
O  -0.410  4.592  2.857
C  -0.926  5.515  3.719
O  -1.054  5.351  4.883
O  -1.276  6.631  3.043
F  0.283  4.630  0.706
H  0.149  6.977  1.576
H  -1.539  6.965  1.005
H  -1.638  4.512  1.216
C  1.901  4.868  -2.898
C  2.432  5.942  -3.824
O  2.164  7.124  -3.092
C  2.148  6.809  -1.765
O  2.177  7.594  -0.881
O  2.096  5.465  -1.612
F  1.769  5.984  -5.005
H  0.834  4.699  -3.059
H  2.443  3.932  -2.976
H  3.502  5.881  -4.027
C  6.672  -6.808  8.387
C  6.986  -7.425  7.045
O  8.142  -8.189  7.326
C  8.105  -8.537  8.648
O  8.786  -9.364  9.146
O  7.165  -7.805  9.291
F  7.281  -6.489  6.109
H  7.221  -5.878  8.538
H  5.611  -6.632  8.539
H  6.202  -8.077  6.658

## Properties
HOMO = -10.059 eV
strongest force on any atom = 0.7 eV/A
LUMO level = -0.62 eV
total energy = -150058.1100 eV

***

4.
This record from OMol25 describes a structure of composition C8H20AsN2O2SSbSe4Ti at a distorted geometry. The level of theory is ωB97M-V/def2-TZVPD.

Element x y z (Å)
Ti  0.794  1.512  1.621
C  -3.385  0.032  0.866
C  -2.258  -0.936  1.179
As  -0.518  -0.498  0.511
C  0.368  -2.184  1.090
C  0.723  -2.325  2.554
C  -0.374  -0.785  -1.389
C  -1.480  -1.764  -1.889
H  -4.277  -0.119  1.455
H  -3.888  -0.144  -0.104
H  -3.120  1.100  0.963
H  -2.428  -1.965  0.838
H  -2.146  -0.996  2.272
H  1.214  -2.233  0.456
H  -0.295  -3.021  0.790
H  1.750  -2.051  2.706
H  0.599  -3.318  2.838
H  0.129  -1.712  3.259
H  0.617  -1.289  -1.653
H  -0.371  0.123  -1.986
H  -1.284  -2.748  -1.484
H  -1.624  -1.784  -2.928
H  -2.441  -1.447  -1.488
O  -0.118  0.885  3.357
S  0.461  2.045  4.175
N  1.158  2.935  3.276
Se  1.310  -5.291  -1.987
Sb  3.800  -3.216  -3.694
Se  1.152  -3.352  -3.526
Se  4.362  -1.062  -3.746
Se  2.759  0.735  1.302
C  0.631  4.871  -0.983
C  0.780  3.437  -0.727
N  1.537  2.771  -1.574
O  0.240  2.902  0.257
H  0.770  5.101  -2.023
H  1.315  5.437  -0.306
H  -0.381  5.219  -0.736
H  2.051  3.279  -2.228
H  1.869  1.857  -1.312

## Properties
net charge = +1
⟨S²⟩ = 0.76
HOMO (spin up / spin down) = -10.863 / -10.744 eV
2S+1 = 2
strongest force on any atom = 2.7 eV/A
LUMO level (spin up / spin down) = -4.03 / -4.52 eV
total energy = -378402.3246 eV
energy above the lowest of the compared OMol25 structures with the same formula, charge and spin = 3.40 kcal per mole